70
Properties=species:S:1:pos:R:3:lowdin_charge:R:1 method="wB97M-V/def2-TZVPD" spin_multiplicity=1 gap_ha="0.0950 / 0.0868" charge=-2 e_above_lowest_kj_mol=396.0 max_force_ev_per_a=5.0 e_homo_ev="0.638 / 0.544"
K -0.0313 0.4033 -0.8773 0.5012
N -7.7687 -1.3139 3.4242 0.0648
C -6.5808 -0.8356 2.9523 -0.3398
C -6.3191 0.5530 2.8981 -0.0614
C -5.4631 1.0730 1.9450 -0.0608
C -4.5695 0.1805 1.3476 -0.2878
C -4.5294 -1.2015 1.6845 -0.0580
C -5.6255 -1.7180 2.3535 -0.0414
S -3.1437 0.7507 0.4996 0.5677
O -3.2442 2.1992 0.5029 -0.3222
O -3.1286 0.1308 -0.8362 -0.3828
N -1.9968 -0.0423 1.3388 -0.1414
C -1.2479 0.5198 2.2666 -0.5034
N -0.0228 1.0280 1.9245 0.0574
C 0.6200 1.8242 2.7486 -0.1458
C 0.1350 2.0666 4.0489 -0.0665
C -0.9612 1.2722 4.4246 -0.1734
N -1.7029 0.6260 3.5547 0.1267
H -8.4454 -0.6222 3.7744 0.0973
H -8.0470 -2.3006 3.2910 0.1044
H -6.8645 1.2348 3.5401 0.0949
H -5.4435 2.1526 1.7602 0.1169
H -3.7053 -1.8058 1.3617 0.1047
H -5.6989 -2.8124 2.4553 0.1030
H 1.4830 2.3182 2.3244 0.1029
H 0.6101 2.7840 4.6965 0.0762
H -1.3039 1.2543 5.4482 0.0885
C 2.2351 -5.0138 1.3098 -0.1109
C 1.2016 -4.0782 1.2354 -0.0800
C 1.4960 -2.7662 0.8119 -0.0329
C 2.7791 -2.3075 0.5323 -0.2573
C 3.8556 -3.2572 0.7305 -0.0313
C 3.5542 -4.5837 1.0340 -0.1182
N 2.9748 -0.9944 0.0921 0.0473
N 4.1487 -0.5285 0.1898 0.0206
C 4.4267 0.8224 -0.0692 -0.2722
C 5.3843 1.4538 0.7630 -0.0514
C 5.4788 2.8345 0.7259 -0.1033
C 4.6963 3.5613 -0.2121 -0.0879
C 3.7550 2.9466 -1.0398 -0.1564
C 3.7006 1.5612 -1.0763 -0.5125
H 2.0975 -6.0440 1.5869 0.0801
H 0.1812 -4.3449 1.4486 0.0947
H 0.6767 -2.0692 0.6981 0.0759
H 4.8535 -2.9140 0.4894 0.0832
H 4.3918 -5.2787 1.1366 0.0874
H 5.8746 0.8475 1.5204 0.1006
H 6.2383 3.3490 1.3621 0.1030
H 4.6829 4.6548 -0.2206 0.1013
H 3.1487 3.5319 -1.7248 0.1116
C -0.2394 -4.0010 -3.6633 -0.5383
Se -0.8037 -2.3931 -2.7688 0.7045
C -1.6975 -1.6979 -4.6697 -0.3852
C -1.0836 -0.5294 -4.1863 -0.3381
Se 2.9697 0.7903 -2.6496 0.9437
C 4.1830 1.8816 -3.8394 -0.3337
H -1.0863 -4.4701 -4.2370 0.0190
H 0.1428 -4.6798 -2.9007 -0.0243
H 0.5551 -3.8279 -4.4071 0.0083
H -2.7673 -1.8603 -4.6468 0.0425
H -1.2216 -2.2038 -5.5201 0.0483
H -1.6522 0.1239 -3.5063 0.0343
H -0.1149 -0.1516 -4.4624 0.0179
H 4.4369 2.8668 -3.3857 0.0320
H 3.6013 1.9890 -4.7588 0.0136
H 5.0711 1.2876 -3.9946 0.0029
F -0.8171 5.9590 -2.5993 -0.0483
C 0.0048 6.7647 -3.2621 -0.7165
F 0.5968 6.0481 -4.2637 -0.0955
F 1.0860 7.0023 -2.4551 -0.1005